Computed, not measured: a molecular structure, CH4NOPS in a non-equilibrium geometry, with ωB97M-V/def2-TZVPD.

Positions of all 9 atoms, in Å:
O: -0.2343 -1.7166 -0.4373
P: 0.6919 0.7676 0.3040
N: 1.2295 0.2260 -1.2032
C: -0.6615 -0.7399 0.5145
S: 0.1973 -1.0049 -1.8841
H: -0.8555 -1.1905 1.5022
H: 2.1895 -0.0716 -1.4053
H: -1.6876 -0.3968 0.4122
H: -0.2611 1.7991 -0.0622

Properties
Total charge: 0
LUMO in eV: 0.74
Relative energy (zero: lowest compared OMol25 entry of this formula, charge and spin) in kcal/mol: 21.5
Gap between HOMO and LUMO in eV: 9.432

Computed, not measured: a single CH4O molecule in a non-equilibrium geometry, with ωB97M-V/def2-TZVPD.

Positions of all 6 atoms, in Å:
H: -0.7644 0.7327 -0.3524
H: -0.8688 -1.0693 0.2639
H: 0.1717 -0.5737 -1.0454
O: 0.7766 0.1151 0.7495
H: 0.9832 1.0214 0.5098
C: -0.2982 -0.2261 -0.1254

Properties
Total charge: 0
SMILES: CO
LUMO in eV: 1.03
Relative energy (zero: lowest compared OMol25 entry of this formula, charge and spin) in kcal/mol: 5.2
Gap between HOMO and LUMO in eV: 11.275

Computed, not measured: 2 unconnected molecules or ions with the total composition CH4O2P in a non-equilibrium geometry, with ωB97M-V/def2-TZVPD.

Positions of all 8 atoms, in Å:
P: 0.8361 -0.4564 0.1896
H: -1.1556 -0.2425 -1.3069
O: 1.1121 1.4624 1.6773
O: 1.7519 -0.8371 -0.9233
H: -0.5719 1.1370 -0.7030
H: 0.2577 -1.4704 1.1540
H: -1.4831 0.2419 0.3344
C: -0.7472 0.1651 -0.4221

Properties
Total charge: -1
LUMO (alpha / beta) in eV: 4.37 / 4.44
Relative energy (zero: lowest compared OMol25 entry of this formula, charge and spin) in kcal/mol: 116.4
Gap between HOMO and LUMO (alpha / beta) in eV: 8.021 / 7.511